# 1
Molecular formula: C27H24Cl3N2O3Pt
Method: DFT, ωB97M-V with the def2-TZVPD basis set

Atoms and positions in Å:
Pt (-0.798, 1.005, -0.179)
N (-1.102, 3.597, 3.010)
C (-0.665, 1.397, 1.888)
O (-0.914, 3.006, 0.336)
C (-0.112, 0.781, 3.119)
C (0.875, -0.332, 2.818)
H (-2.227, 4.013, 1.359)
H (-1.089, 4.536, 3.366)
H (-0.971, 0.385, 3.680)
H (0.307, 1.579, 3.736)
H (0.313, -1.268, 2.744)
H (1.620, -0.425, 3.609)
Cl (-1.610, 0.828, -5.185)
C (-0.843, -0.348, -4.246)
C (-0.391, -1.530, -4.835)
C (0.217, -2.478, -4.059)
Cl (0.768, -3.916, -4.792)
C (0.395, -2.304, -2.634)
C (0.996, -3.284, -1.808)
C (1.126, -3.036, -0.492)
C (0.710, -1.767, 0.145)
N (-0.035, -0.869, -0.717)
C (-0.085, -1.127, -2.028)
C (-0.679, -0.090, -2.844)
O (-1.009, 1.002, -2.329)
H (-0.514, -1.685, -5.896)
H (1.320, -4.221, -2.236)
H (1.520, -3.804, 0.158)
H (0.048, -1.993, 0.990)
C (2.712, -2.120, 1.701)
C (1.997, -1.084, 0.833)
O (1.520, -0.017, 1.600)
C (2.917, -0.483, -0.227)
C (2.601, 0.737, -0.822)
C (3.427, 1.300, -1.782)
C (4.595, 0.656, -2.166)
C (4.931, -0.548, -1.570)
C (4.098, -1.113, -0.613)
H (2.024, -2.597, 2.399)
H (3.495, -1.616, 2.267)
H (3.173, -2.905, 1.110)
H (1.709, 1.271, -0.526)
H (3.159, 2.250, -2.225)
H (5.243, 1.096, -2.912)
H (5.847, -1.055, -1.841)
H (4.397, -2.054, -0.174)
Cl (-1.455, 2.898, 1.757)
C (-3.004, 2.167, 1.712)
C (-3.774, 2.016, 2.838)
C (-4.696, 0.970, 2.922)
C (-4.924, 0.153, 1.816)
C (-4.371, 0.490, 0.597)
C (-3.535, 1.628, 0.474)
C (-3.377, 2.329, -0.717)
H (-3.499, 2.599, 3.712)
H (-5.197, 0.786, 3.862)
H (-5.569, -0.711, 1.900)
H (-4.635, -0.040, -0.310)
H (-3.097, 3.369, -0.690)
H (-3.886, 1.973, -1.603)

As for the charge: +1. As for the multiplicity: 5. Its expectation value of S² is 6.09. The value obtained for the frontier orbital gap (spin up / spin down) is 6.21 / 5.00 eV.

***

# 2
Molecular formula: C17H18NS
Method: DFT, ωB97M-V with the def2-TZVPD basis set

Atoms and positions in Å:
C (1.979, 1.760, 2.547)
S (2.182, 1.270, 0.762)
C (3.693, 0.203, 0.998)
C (0.983, -0.032, 0.719)
C (-0.376, 0.367, 0.999)
C (-1.257, -0.723, 1.253)
C (-2.604, -0.457, 1.518)
C (-3.103, 0.850, 1.408)
C (-4.473, 1.155, 1.712)
N (-5.582, 1.402, 2.020)
C (-2.249, 1.898, 1.106)
C (-0.881, 1.670, 0.849)
H (1.039, 2.309, 2.633)
H (1.958, 0.842, 3.140)
H (2.828, 2.408, 2.821)
H (3.883, -0.339, 0.062)
H (4.513, 0.907, 1.204)
H (3.507, -0.471, 1.852)
H (1.349, -0.956, 1.288)
H (-0.889, -1.757, 1.195)
H (-3.272, -1.255, 1.794)
H (-2.618, 2.915, 1.056)
H (-0.231, 2.475, 0.452)
C (1.000, -0.884, -1.170)
C (0.728, 0.205, -1.998)
C (0.064, 0.184, -3.230)
C (-0.780, -0.814, -3.742)
C (-1.047, -2.065, -3.216)
C (-0.506, -2.675, -2.086)
C (0.326, -2.113, -1.115)
H (2.057, -0.921, -0.722)
H (1.143, 1.191, -1.688)
H (0.166, 1.071, -3.885)
H (-1.374, -0.538, -4.632)
H (-1.853, -2.622, -3.737)
H (-0.810, -3.728, -1.942)
H (0.505, -2.735, -0.223)

As for the charge: +1. The value obtained for the frontier orbital gap is 6.63 eV.

***

# 3
Molecular formula: C5H13NO2
Method: DFT, ωB97M-V with the def2-TZVPD basis set

Atoms and positions in Å:
C (-0.947, -1.475, 2.178)
C (-0.825, -0.072, 1.648)
C (0.396, 0.074, 0.736)
C (0.646, 1.421, 0.039)
C (0.593, 1.327, -1.470)
N (0.409, 2.525, -2.120)
O (0.590, 0.295, -2.100)
H (-0.900, -2.275, 1.436)
H (-1.919, -1.612, 2.670)
H (-0.265, -1.747, 2.990)
H (-1.718, 0.159, 1.075)
H (-0.693, 0.719, 2.392)
H (1.312, -0.384, 1.125)
H (0.267, -0.642, -0.077)
H (0.170, 2.224, 0.606)
H (1.714, 1.647, 0.190)
H (0.327, 2.431, -3.124)
H (0.378, 3.382, -1.600)
O (0.288, -2.378, -2.406)
H (0.814, -2.977, -1.872)
H (-0.638, -2.641, -2.314)

Its SMILES is CCCCC(N)=O.O. The value obtained for the frontier orbital gap is 10.54 eV.

***

# 4
Molecular formula: C3H12NO
Method: DFT, ωB97M-V with the def2-TZVPD basis set

Atoms and positions in Å:
C (1.496, -1.640, 0.349)
C (0.343, -0.668, 0.457)
C (-0.721, -1.168, -0.547)
N (0.682, 0.784, 0.188)
H (2.011, -1.796, 1.312)
H (2.014, -1.522, -0.619)
H (1.176, -2.725, 0.100)
H (0.024, -0.693, 1.501)
H (-0.345, -1.085, -1.570)
H (-1.085, -2.179, -0.368)
H (-1.574, -0.468, -0.394)
H (1.342, 1.142, 0.885)
H (-0.206, 1.373, 0.020)
H (1.211, 0.822, -0.699)
H (-2.120, 2.425, 0.428)
H (-1.928, 2.549, -1.088)
O (-1.511, 2.188, -0.301)

As for the charge: +2. As for the multiplicity: 2. Its expectation value of S² is 0.75. The value obtained for the frontier orbital gap (spin up / spin down) is 13.48 / 5.23 eV.

***

Results for energy relative to the best compared isomer or geometry (same formula, charge and spin): 1516.5; 174.6; 100.3; 78.6 (in kJ/mol, following the order of the records).